No. 1
The following is a DFT calculation (the ωB97M-V functional and the def2-TZVPD basis) of a molecular structure, C27H39N7O10P2RbS2Te.

```
89
Properties=species:S:1:pos:R:3:forces:R:3:mulliken_charge:R:1
Rb 0.0000 -0.0923 -0.0643 0.74 1.02 1.31 0.372
O 4.6474 1.4476 -1.3943 0.04 0.03 0.01 -0.760
C 5.2762 0.9412 -0.3261 -0.05 -0.02 0.07 0.099
C 6.6317 0.6224 -0.4458 0.05 -0.01 -0.05 -0.616
C 7.3260 0.0963 0.6280 -0.06 0.00 0.01 -0.407
C 6.6809 -0.1279 1.8416 0.04 -0.04 -0.02 -0.862
C 5.3346 0.1772 1.9602 -0.01 0.00 -0.02 -0.199
C 4.6114 0.7087 0.8945 0.01 0.04 -0.17 0.404
C 3.1490 1.0170 1.0014 -0.25 0.10 0.32 0.507
O 2.5584 1.5548 0.0290 0.02 -0.14 0.02 -0.684
N 2.6162 0.7149 2.1959 0.40 -0.19 0.15 -0.744
N 1.2854 0.8729 2.2503 0.01 0.36 0.02 0.795
C 0.7600 0.9107 3.4167 0.11 -0.10 0.05 -1.345
C -0.6747 1.1119 3.5906 -0.19 0.10 -0.06 1.342
C -1.2167 1.0941 4.8793 0.04 0.03 0.03 -0.844
C -2.5587 1.3689 5.0580 -0.06 0.00 0.00 -0.420
C -3.3364 1.6593 3.9477 0.06 -0.02 0.06 -0.697
C -2.7205 1.6264 2.7042 -0.03 0.00 -0.08 -0.090
N -1.4373 1.3567 2.5125 0.00 0.01 0.04 0.036
H 3.6981 1.5956 -1.0980 -0.01 -0.06 0.00 0.377
H 7.1164 0.8000 -1.3989 -0.02 0.01 0.02 0.452
H 8.3787 -0.1397 0.5179 -0.01 0.00 0.01 0.378
H 7.2252 -0.5396 2.6828 -0.02 0.01 -0.01 0.391
H 4.8046 0.0079 2.8881 0.00 0.02 -0.02 0.448
H 1.3745 0.8442 4.3174 0.07 -0.04 -0.02 0.197
H -0.5753 0.8741 5.7244 0.00 0.01 -0.02 0.361
H -2.9966 1.3594 6.0494 0.02 0.00 0.00 0.418
H -4.3886 1.8917 4.0395 -0.01 -0.01 -0.03 0.410
H -3.2975 1.8302 1.8051 0.04 -0.02 0.02 0.172
C -2.8610 -3.7408 -3.0595 0.11 0.00 0.00 -1.816
C -1.9121 -2.5692 -2.8348 -0.02 0.09 0.32 0.677
O -1.3505 -2.0569 -4.0413 -0.03 -0.11 0.01 -0.555
P -2.6913 -1.2053 -1.9111 -0.52 0.28 -0.18 0.787
O -4.0145 -0.8198 -2.7363 0.13 0.13 0.07 -0.619
O -3.2207 -1.8243 -0.5703 0.25 -0.21 -0.03 -0.541
O -1.8042 -0.0227 -1.7657 -0.91 -0.21 -0.81 -0.209
P -0.5028 -3.0853 -1.7319 0.33 -0.48 -0.06 0.864
O 0.5022 -1.8379 -1.8947 -0.29 -0.79 -0.54 0.103
O -1.0280 -3.0114 -0.3090 -0.01 0.20 -0.02 -0.707
O 0.1283 -4.3502 -2.1760 -0.03 0.03 -0.12 -0.925
H -3.7871 -3.4151 -3.5382 -0.01 -0.01 0.00 0.448
H -3.0989 -4.2180 -2.1078 -0.08 0.02 -0.04 0.328
H -2.3570 -4.4735 -3.6892 0.02 0.01 0.01 0.387
H -2.0636 -1.7181 -4.5944 -0.01 0.03 -0.01 0.373
H -4.1187 0.1531 -2.6965 -0.02 -0.18 -0.06 0.201
H -2.4089 -2.3854 -0.2204 -0.19 0.16 -0.09 0.490
H 0.5374 -1.4616 -2.7969 0.36 0.02 0.11 -0.173
O 3.2376 -1.1699 -1.2640 -0.08 0.12 0.21 1.039
N 3.9432 -1.3441 -2.4077 0.07 -0.05 -0.37 -0.182
C 5.0732 -2.0838 -2.3137 0.13 0.06 0.09 -0.107
C 5.8694 -2.3021 -3.3905 0.02 -0.05 -0.12 -1.033
C 5.4984 -1.7076 -4.6128 -0.04 0.03 0.05 -0.107
C 4.3681 -0.9517 -4.6829 0.04 -0.05 0.03 -0.925
C 3.5045 -0.7417 -3.5633 0.03 -0.06 0.08 0.524
S 2.0956 0.1581 -3.6773 -0.02 0.08 -0.03 -0.443
H 5.2878 -2.4616 -1.3256 -0.06 0.06 0.05 0.490
H 6.7572 -2.9089 -3.2949 0.00 0.03 0.05 0.417
H 6.1183 -1.8521 -5.4890 -0.04 0.03 -0.02 0.358
H 4.0517 -0.4826 -5.6023 0.02 0.00 -0.01 0.427
S -3.7962 -2.2156 4.9744 0.17 0.01 -0.13 -0.234
C -4.6371 -1.6769 3.5817 -0.04 -0.01 0.09 -0.284
C -3.7680 -1.4992 2.5564 0.03 -0.13 0.03 -0.772
N -2.4531 -1.7939 2.8401 -0.02 0.05 -0.02 0.191
C -2.3238 -2.1739 4.0690 -0.18 -0.04 0.11 -0.252
H -5.7030 -1.5126 3.6013 0.06 0.00 -0.06 0.454
H -4.0282 -1.1744 1.5593 0.02 -0.01 0.04 0.476
H -1.3838 -2.4657 4.5219 -0.04 0.04 -0.07 0.409
C -3.7266 4.5116 -1.5171 -0.02 -0.02 -0.02 -1.143
Te -3.0180 2.4780 -1.4365 -0.09 0.38 -0.10 0.315
C -1.4895 2.8847 -2.8677 0.04 -0.08 0.08 -0.761
H -4.1059 4.7543 -2.5088 0.01 -0.04 0.03 0.318
H -2.9117 5.1891 -1.2636 -0.02 -0.06 0.01 0.318
H -4.5291 4.6373 -0.7895 0.04 -0.04 -0.03 0.314
H -0.9492 3.7737 -2.5502 -0.01 -0.02 0.01 0.375
H -1.9211 3.0371 -3.8531 -0.03 0.00 0.01 0.355
H -0.8180 2.0295 -2.8824 -0.04 0.01 -0.01 -0.030
N 2.7210 -3.7398 -0.4831 -0.11 0.07 -0.02 -0.345
C 2.1708 -3.9244 0.8785 -0.03 0.10 -0.01 -1.061
C 1.8882 -2.5813 1.5472 -0.03 -0.21 0.06 0.619
N 0.9168 -2.7462 2.6298 -0.02 0.03 -0.05 -0.756
H 3.3534 -4.4967 -0.7076 0.09 0.00 0.04 0.301
H 3.0684 -2.1011 -0.9102 -0.03 -0.13 -0.05 0.057
H 1.9599 -3.8387 -1.1567 -0.05 -0.09 -0.04 -0.046
H 2.8931 -4.4709 1.4854 -0.02 -0.08 0.01 0.361
H 1.2464 -4.5073 0.8455 0.01 0.00 -0.02 0.366
H 1.5366 -1.8790 0.7884 0.21 -0.13 -0.09 -0.669
H 2.8142 -2.1757 1.9556 -0.02 0.14 -0.02 0.472
H 0.7915 -1.8482 3.0871 0.03 0.00 0.00 0.219
H 0.0159 -2.9711 2.2116 0.00 0.02 0.00 0.372
```
Forces are in eV/Å.

Properties
Highest occupied orbital energy = -4.74 eV
Net charge = -1
Lowest unoccupied orbital energy = 1.882 eV
Gap between HOMO and LUMO = 0.243 Ha
Maximum force = 1.82 eV/Å

---

No. 2
The following is a DFT calculation (the ωB97M-V functional and the def2-TZVPD basis) of a molecular structure, H10LiO5.

```
16
Properties=species:S:1:pos:R:3:forces:R:3:nbo_charge:R:1
Li -23.7324 1.9722 -4.4486 0.12 -0.11 0.05 0.991
O -24.0500 4.9898 -5.8514 0.08 -0.55 0.20 -0.970
H -23.8579 5.1136 -6.7809 0.04 0.04 -0.28 0.482
H -24.2359 5.8704 -5.5253 -0.09 0.24 0.18 0.489
O -25.5373 0.3281 -2.2771 0.32 0.40 -0.49 -0.964
H -25.3386 0.6769 -1.4081 -0.04 0.12 0.33 0.481
H -25.4868 -0.6219 -2.1716 -0.06 -0.34 -0.03 0.486
O -22.4128 0.5061 -6.7749 -0.30 0.41 0.51 -0.975
H -21.9307 1.1459 -7.2988 0.23 0.16 -0.18 0.482
H -22.4615 -0.2715 -7.3310 -0.07 -0.34 -0.07 0.494
O -21.3001 2.6458 -2.4484 -0.50 -0.10 -0.36 -0.972
H -20.7354 2.0627 -1.9412 0.12 -0.24 0.16 0.488
H -20.7910 3.4508 -2.5428 0.12 0.28 -0.02 0.486
O -27.0108 0.4842 -7.8337 0.05 -0.08 0.30 -0.932
H -27.3557 1.2771 -8.2442 -0.21 0.19 -0.14 0.472
H -26.0940 0.4518 -8.1068 0.19 -0.09 -0.16 0.460
```
Forces are in eV/Å.

Properties
Highest occupied orbital energy = -14.09 eV
Net charge = +1
Lowest unoccupied orbital energy = -3.979 eV
Gap between HOMO and LUMO = 0.372 Ha
Maximum force = 0.72 eV/Å

---

No. 3
The following is a DFT calculation (the ωB97M-V functional and the def2-TZVPD basis) of a molecular structure, C19H12N3O2RuS5.

```
42
Properties=species:S:1:pos:R:3:forces:R:3:nbo_charge:R:1
Ru -0.2695 -0.4531 0.5306 -0.42 -0.18 0.16 0.346
S -5.4163 -2.3086 5.2611 -0.09 0.11 0.00 -0.023
C -4.3050 -1.8011 4.1808 0.20 -0.28 0.01 -0.572
S -4.3540 -2.2086 2.4947 -0.07 0.07 0.00 0.480
C -2.8786 -1.4132 2.0098 -0.04 0.04 0.06 -0.422
C -2.1684 -0.7958 3.0303 -0.08 -0.02 -0.04 -0.412
S -0.7398 0.0757 2.7872 0.10 -0.04 -0.19 0.088
S -2.8778 -0.9169 4.6186 -0.04 0.08 0.01 0.483
S -2.4160 -1.3770 0.3854 0.11 0.08 0.07 0.137
C -1.7196 3.5376 -0.3955 0.01 0.01 -0.01 -0.235
C -1.7527 3.5254 -1.7805 0.00 -0.04 0.00 -0.162
C -1.3292 2.3879 -2.4445 -0.01 0.06 0.02 -0.210
C -0.8839 1.2973 -1.7125 0.06 -0.11 -0.05 0.166
N -0.8759 1.3053 -0.3618 0.00 0.06 -0.08 -0.353
C -1.2848 2.4094 0.2736 -0.08 0.01 0.02 0.064
C -0.3834 0.0506 -2.3365 -0.01 0.07 0.05 0.161
C -0.3148 -0.1632 -3.7052 0.01 -0.03 -0.02 -0.211
C 0.1725 -1.3708 -4.1750 0.00 0.01 0.02 -0.158
C 0.5773 -2.3352 -3.2661 0.00 0.01 -0.01 -0.230
C 0.4816 -2.0602 -1.9145 -0.01 -0.01 -0.02 0.071
N 0.0160 -0.8928 -1.4643 0.01 0.01 -0.06 -0.367
H -2.0366 4.4021 0.1700 -0.01 -0.01 0.00 0.234
H -2.1085 4.3829 -2.3350 0.01 0.01 0.00 0.228
H -1.3517 2.3468 -3.5233 0.02 0.01 0.00 0.223
H -1.2768 2.3551 1.3538 0.02 -0.01 0.00 0.233
H -0.6423 0.5974 -4.3982 0.01 0.00 0.00 0.221
H 0.2298 -1.5566 -5.2390 0.00 0.00 0.00 0.227
H 0.9566 -3.2931 -3.5917 0.00 0.00 0.00 0.235
H 0.7581 -2.7723 -1.1473 -0.01 -0.01 0.00 0.249
O 2.3274 -3.2067 2.0534 0.01 -0.02 -0.03 -0.629
C 1.7070 -2.2777 1.5719 -0.04 0.04 -0.01 0.744
O 0.4938 -2.2854 1.1421 0.14 0.04 0.03 -0.681
C 2.4282 -0.9444 1.3897 -0.01 0.00 -0.02 0.110
C 3.7528 -0.7815 1.7559 -0.01 -0.02 0.00 -0.199
C 4.3672 0.4367 1.5305 0.00 0.01 0.00 -0.160
C 3.6372 1.4559 0.9338 0.00 -0.02 0.00 -0.243
C 2.3180 1.2216 0.5982 0.01 -0.02 0.01 0.045
N 1.7223 0.0474 0.8281 0.22 0.09 0.05 -0.389
H 4.2560 -1.6239 2.2089 0.00 0.00 0.00 0.257
H 5.3999 0.5943 1.8124 0.00 0.00 0.00 0.224
H 4.0775 2.4224 0.7332 0.00 0.00 0.00 0.226
H 1.7064 1.9862 0.1370 -0.01 0.01 0.01 0.203
```
Forces are in eV/Å.

Properties
Highest occupied orbital energy (alpha / beta) = -6.86 / -7.46 eV
Net charge = 0
Lowest unoccupied orbital energy (alpha / beta) = -0.926 / -1.529 eV
Gap between HOMO and LUMO (alpha / beta) = 0.218 / 0.218 Ha
Maximum force = 0.48 eV/Å
2S+1 = 2
⟨S²⟩ = 0.77

---

No. 4
The following is a DFT calculation (the ωB97M-V functional and the def2-TZVPD basis) of a molecular structure, C25H19F6LiN8O2S3.

```
64
Properties=species:S:1:pos:R:3:forces:R:3:nbo_charge:R:1
Li 1.2244 -2.7618 0.4119 -0.03 -0.14 -0.03 0.797
C 2.7209 1.7035 3.5698 0.04 0.02 0.04 -0.231
N 2.1904 0.4451 3.1218 -0.02 -0.03 0.02 -0.215
C 2.4944 -0.3145 2.0517 0.03 0.02 0.01 0.200
N 1.7780 -1.4075 2.0562 0.03 0.01 0.08 -0.467
C 1.0177 -1.2814 3.1726 0.05 0.05 -0.03 0.174
N 1.2350 -0.1803 3.8587 -0.06 0.01 0.00 -0.322
C 2.1920 2.9430 2.8769 -0.05 -0.02 0.02 -0.015
C 2.7069 4.1726 3.2776 -0.03 0.01 0.01 -0.202
C 2.2259 5.3548 2.7388 0.02 -0.01 0.01 -0.215
C 1.2321 5.3215 1.7755 -0.03 -0.02 -0.02 -0.198
C 0.7284 4.0956 1.3535 0.06 0.00 0.06 -0.024
C 1.2022 2.9046 1.9063 0.03 0.00 -0.02 -0.206
C -0.2903 4.0845 0.3055 -0.10 0.14 -0.13 0.433
N -1.0848 5.0367 -0.0591 0.14 -0.15 0.16 -0.303
N -1.8176 4.5446 -1.1290 -0.01 -0.16 -0.13 -0.308
C -1.4070 3.3360 -1.3311 -0.01 0.15 0.06 0.461
O -0.4369 2.9777 -0.4524 -0.04 0.05 0.04 -0.403
C -1.7998 2.3594 -2.3417 -0.02 -0.05 -0.06 -0.045
C -3.0045 2.4705 -3.0262 0.01 0.03 0.02 -0.199
C -3.3406 1.4936 -3.9497 0.00 -0.03 -0.02 -0.214
C -2.4959 0.4153 -4.1789 0.00 0.02 0.00 -0.186
C -1.2861 0.3042 -3.5026 0.05 -0.01 0.02 -0.001
C -0.3833 -0.8960 -3.7168 -0.03 -0.05 0.00 -0.234
N 0.7302 -0.9080 -2.8078 -0.10 0.06 0.00 -0.201
C 0.6762 -1.0963 -1.4881 0.10 -0.04 -0.02 0.196
N 1.8875 -1.0237 -0.9743 0.21 0.16 -0.05 -0.546
C 2.6643 -0.8171 -2.0684 -0.07 0.01 -0.04 0.151
N 2.0092 -0.7136 -3.2038 0.04 -0.01 -0.01 -0.304
C -0.9447 1.2930 -2.5938 -0.02 -0.01 0.00 -0.203
H 3.8117 1.6852 3.5029 -0.02 -0.01 -0.05 0.210
H 2.4602 1.7608 4.6274 0.05 0.00 -0.01 0.238
H 3.2107 -0.0331 1.2976 0.01 0.00 -0.03 0.218
H 0.2890 -2.0165 3.4610 -0.06 -0.03 0.01 0.227
H 3.4880 4.1997 4.0300 0.00 0.01 0.00 0.203
H 2.6329 6.3039 3.0645 0.00 0.00 0.00 0.207
H 0.8447 6.2285 1.3316 0.01 0.00 0.01 0.227
H 0.7972 1.9531 1.5825 -0.02 0.01 -0.01 0.253
H -3.6680 3.2988 -2.8172 0.00 0.01 0.00 0.220
H -4.2831 1.5568 -4.4787 0.00 0.00 0.00 0.206
H -2.7891 -0.3603 -4.8770 0.00 -0.01 -0.01 0.210
H 0.0281 -0.9152 -4.7253 -0.01 0.04 0.01 0.235
H -0.9533 -1.8163 -3.5693 0.01 0.00 -0.02 0.251
H -0.2210 -1.3084 -0.9246 0.02 0.01 0.03 0.280
H 3.7396 -0.7566 -2.0304 0.01 0.02 0.01 0.187
H -0.0116 1.2230 -2.0543 0.00 0.01 0.01 0.242
S 2.7784 -6.5578 -1.9859 0.09 -0.10 -0.08 -0.386
C 2.1431 -5.1513 -1.2914 -0.11 0.05 0.12 -0.476
S 0.9326 -4.2073 -2.0853 0.01 0.05 -0.13 -0.479
S 2.6666 -4.6199 0.2821 0.17 -0.12 0.05 -0.494
C -1.6321 -4.4706 0.4527 0.02 0.03 0.02 -0.676
C -1.7394 -2.9867 0.8428 0.00 -0.11 -0.02 0.135
O -0.5660 -2.3429 0.8596 -0.27 0.16 0.07 -0.939
C -2.7078 -2.2951 -0.1626 -0.04 -0.04 -0.04 0.947
F -3.9395 -2.8674 -0.2513 0.14 0.11 -0.02 -0.350
F -2.9189 -0.9891 0.1151 -0.02 -0.09 -0.06 -0.340
F -2.1925 -2.3305 -1.4132 -0.12 -0.01 0.14 -0.341
C -2.3845 -2.9061 2.2574 0.00 -0.01 0.04 0.947
F -3.6190 -3.4755 2.3540 0.15 0.07 0.04 -0.354
F -2.5186 -1.6431 2.7146 -0.01 -0.13 -0.01 -0.337
F -1.6080 -3.5507 3.1590 -0.11 0.08 -0.06 -0.342
H -1.1706 -4.5275 -0.5342 -0.03 -0.01 0.01 0.274
H -2.5890 -4.9954 0.4682 -0.03 0.00 0.00 0.192
H -0.9350 -4.9425 1.1443 -0.02 -0.01 0.01 0.235
```
Forces are in eV/Å.

Properties
Highest occupied orbital energy = 0.00 eV
Net charge = -2
Lowest unoccupied orbital energy = 3.527 eV
Gap between HOMO and LUMO = 0.130 Ha
Maximum force = 0.32 eV/Å

---

No. 5
The following is a DFT calculation (the ωB97M-V functional and the def2-TZVPD basis) of a gas-phase ion, C5H10NO2 (charge -2).

```
18
Properties=species:S:1:pos:R:3:forces:R:3:nbo_charge:R:1
C -0.6072 1.3111 1.3630 0.13 1.18 0.51 0.569
N -0.1202 0.1547 0.8452 -0.35 0.88 0.91 -0.481
C -1.0545 -0.9624 1.0247 0.49 0.57 -1.38 -0.708
C 1.8608 -0.6876 -0.4986 -2.33 0.42 -0.39 -1.116
C 0.6673 0.3411 -0.4234 -1.00 -1.82 0.69 -0.077
C -0.5039 0.3077 -1.5052 1.59 1.20 -0.72 -0.028
O -1.4822 1.1642 -1.1967 -0.25 -0.41 -0.09 -0.952
O 0.0012 2.3662 1.5536 0.36 -0.25 -0.37 -0.711
H -1.6563 1.3416 1.7269 0.18 -0.85 -0.17 0.087
H -2.0992 -0.6023 1.0749 0.44 -0.25 -0.26 0.184
H -0.8886 -1.6272 0.1796 -0.43 -0.17 0.02 0.198
H -0.8043 -1.5067 1.9024 0.17 -0.58 0.95 0.146
H 1.5521 -1.6330 -0.0275 0.34 0.22 0.09 0.170
H 2.6602 -0.1987 0.0300 0.79 -0.40 0.04 0.192
H 2.0487 -0.9477 -1.5495 0.44 0.24 0.24 0.185
H 1.1026 1.3330 -0.3189 -0.38 0.13 -0.32 0.196
H 0.0944 0.5943 -2.4227 -0.15 0.02 -0.21 0.067
H -0.7710 -0.7484 -1.7579 -0.04 -0.11 0.45 0.080
```
Forces are in eV/Å.

Properties
Highest occupied orbital energy (alpha / beta) = 4.27 / 0.07 eV
Net charge = -2
Lowest unoccupied orbital energy (alpha / beta) = 6.736 / 6.754 eV
Gap between HOMO and LUMO (alpha / beta) = 0.091 / 0.246 Ha
Maximum force = 2.40 eV/Å
2S+1 = 2
⟨S²⟩ = 0.75

---

No. 6
The following is a DFT calculation (the ωB97M-V functional and the def2-TZVPD basis) of a single C5H8ClNS molecule.

```
16
Properties=species:S:1:pos:R:3:forces:R:3:nbo_charge:R:1
C -0.6229 -0.2957 0.5483 0.43 -2.06 0.55 -0.206
C 0.0222 0.9225 1.2224 -1.91 0.29 2.87 -0.257
C 0.1906 0.8625 -1.2062 2.79 1.54 0.61 -0.258
C 0.4152 -0.4765 -0.6637 2.34 0.10 1.17 0.011
C -0.0034 -1.6392 0.0873 -3.81 -2.79 2.03 -0.404
H -2.3866 1.0518 -0.1527 -0.23 -0.57 -0.06 0.137
H -0.6089 1.6855 1.9104 0.79 -2.46 -1.09 0.219
H 0.8713 0.5359 1.9375 -0.89 1.10 -1.89 0.213
H 0.7708 2.5117 0.0476 -1.25 -1.79 -0.23 0.379
H -0.7442 0.9074 -1.5810 -2.63 0.18 -2.42 0.213
H 0.9928 1.4424 -1.6717 -0.14 -1.20 -1.52 0.231
H 0.7509 -2.0546 0.7706 -0.32 0.09 -0.83 0.267
H -0.8417 -2.4628 -0.1235 1.98 1.92 -0.22 0.243
N 0.1258 1.6587 0.0005 2.13 4.16 1.37 -0.657
S -2.3082 -0.3119 -0.0852 0.42 1.20 0.50 0.017
Cl 2.1904 -0.3812 0.0174 0.28 0.30 -0.85 -0.149
```
Forces are in eV/Å.

Properties
Highest occupied orbital energy = -8.45 eV
Net charge = 0
Lowest unoccupied orbital energy = 0.731 eV
SMILES = S[C@]12CNC[C@]1(Cl)C2
Gap between HOMO and LUMO = 0.338 Ha
Maximum force = 5.14 eV/Å